Entry 1:
Molecular formula: C4H3F2O2
Method: DFT, ωB97M-V/def2-TZVPD

Last column: Löwdin charge in e.
Geometry (Å):
C 0.19228 -0.61603 0.85530  -0.033
C -0.40494 -0.11785 -0.14742  -0.019
C -3.65531 -0.69611 0.04779  -0.509
C -3.39361 -0.51145 -1.29346  -0.375
O -3.44563 -2.17553 0.35387  -0.008
O -3.95936 0.07838 0.93053  -0.007
F -4.12050 0.35615 -2.07448  -0.003
F -3.03388 -1.48746 -2.17930  0.003
H 1.13396 -0.76166 1.35956  -0.021
H -3.81024 -2.36332 1.13086  -0.025
H -1.41734 -0.11866 -0.64836  -0.003

Cartesian forces (eV/Å) of the 3 atoms listed first:
-0.48 2.36 -3.94
0.35 -2.56 3.83
-0.26 -2.93 -0.60

The energy above the lowest of the compared OMol25 structures with the same formula, charge and spin comes out at 282.9 kJ/mol. The value obtained for the total energy is -504.32147 hartree. As for the charge: -1. The LUMO energy is 4.02 eV. The HOMO energy is -2.8 eV.

Entry 2:
Molecular formula: C4H3F3
Method: DFT, ωB97M-V/def2-TZVPD

Last column: Löwdin charge in e.
Geometry (Å):
C 1.22231 0.65335 0.36007  0.117
C 1.67999 1.78478 0.52030  -0.190
C -0.91471 -0.75012 -0.87487  0.005
C -0.20865 -0.61204 0.44468  -0.482
F 2.39780 2.85628 0.68467  0.093
F -0.99788 -0.01427 1.36569  0.077
F 0.26447 -1.75022 0.96248  0.101
H -1.89496 -0.98351 -0.69410  0.049
H -0.55092 -1.52668 -1.54626  0.100
H -0.99744 0.34244 -1.22265  0.129

Cartesian forces (eV/Å) of the 3 atoms listed first:
-2.27 -0.38 0.44
-0.16 -1.90 -0.19
1.61 2.60 -0.28

The energy above the lowest of the compared OMol25 structures with the same formula, charge and spin comes out at 292.7 kJ/mol. The value obtained for the total energy is -453.65473 hartree. As for the charge: 0. The LUMO energy is 0.73 eV. The HOMO energy is -10.2 eV.

Entry 3:
Molecular formula: C4H3FN2
Method: DFT, ωB97M-V/def2-TZVPD

Last column: Löwdin charge in e.
Geometry (Å):
C -2.01494 1.16773 0.10232  -0.186
C -2.20768 -0.85036 -0.77050  -0.166
C 0.00088 -0.22761 0.14774  0.104
C -1.25229 0.05539 -0.29524  -0.286
N -2.83626 1.93102 0.28936  0.245
N -2.99417 -1.63768 -1.11779  0.236
F -1.63058 -0.72531 2.39716  -0.325
H 0.51046 -1.12239 -0.14457  0.114
H 0.42591 0.44329 0.81648  0.091
H -0.87000 -0.55611 1.39389  0.173

Cartesian forces (eV/Å) of the 3 atoms listed first:
0.41 0.68 0.06
-1.60 -3.37 -2.15
-1.46 -0.55 -1.38

The energy above the lowest of the compared OMol25 structures with the same formula, charge and spin comes out at 383.5 kJ/mol. The value obtained for the total energy is -363.45988 hartree. As for the charge: 0. The LUMO energy is -2.47 eV. The HOMO energy is -11.8 eV.

Entry 4:
Molecular formula: C4H3FN2O
Method: DFT, ωB97M-V/def2-TZVPD

Last column: Löwdin charge in e.
Geometry (Å):
N -1.26442 -1.87998 -0.34287  0.231
C -1.58471 -0.82709 -0.61431  -0.118
C -2.06364 0.48189 -0.90308  -0.430
O -2.77815 1.15513 -0.23495  0.202
F -1.33393 0.97897 -1.95976  0.080
C 1.40954 -0.41769 1.45701  -0.027
C 1.50533 0.17628 0.38052  -0.336
N 1.35927 0.61814 -0.72880  0.166
H 2.00668 -1.29566 1.69433  0.070
H 0.66474 -0.22440 2.28182  0.095
H 2.07928 1.23440 -1.02991  0.068

Cartesian forces (eV/Å) of the 3 atoms listed first:
0.52 -1.52 0.39
-0.63 0.19 -0.24
1.03 2.68 0.03

The energy above the lowest of the compared OMol25 structures with the same formula, charge and spin comes out at 319.1 kJ/mol. The value obtained for the total energy is -438.74613 hartree. As for the charge: 0. The LUMO energy is -0.71 eV. The HOMO energy is -9.5 eV. As for the SMILES: N#CC(=O)F.C=C=N.